(1)
C31H30I2N6O2SSeTi | ωB97M-V with the def2-TZVPD basis set

Its largest force on an atom is 1.3 eV/A. As for the net charge: +2. The value obtained for the HOMO energy is -13.04 eV. Its lowest unoccupied orbital energy is -7.06 eV. The calculation puts the energy above the lowest of the compared OMol25 structures with the same formula, charge and spin at 31.22 kJ/mol.

Geometry (Å):
Ti1 -0.657 0.521 -0.139
I1 -6.751 2.089 4.292
C1 -5.284 1.718 2.882
C2 -5.245 2.472 1.715
C3 -4.268 2.222 0.759
I2 -4.180 3.448 -0.909
C4 -3.360 1.200 0.967
O1 -2.381 0.916 0.052
C5 -3.349 0.484 2.157
C6 -2.236 -0.489 2.422
N1 -0.903 0.112 2.078
C7 -0.615 1.317 2.907
C8 -0.306 2.538 2.087
C9 -0.138 3.775 2.688
C10 0.204 4.864 1.910
C11 0.377 4.699 0.540
C12 0.182 3.449 0.008
N2 -0.154 2.386 0.765
C13 -4.321 0.744 3.114
H1 -5.967 3.260 1.551
H2 -2.333 -1.397 1.831
H3 -2.240 -0.776 3.475
H4 -0.200 -0.581 2.318
H5 0.236 1.104 3.556
H6 -1.466 1.530 3.553
H7 -0.276 3.876 3.757
H8 0.337 5.838 2.364
H9 0.647 5.524 -0.102
H10 0.280 3.271 -1.056
H11 -4.321 0.187 4.042
C14 -0.905 -4.863 -2.675
C15 -0.278 -3.502 -2.919
N3 0.741 -3.175 -1.896
C16 2.097 -3.761 -2.100
C17 2.364 -4.957 -1.201
C18 0.478 -2.445 -0.850
S1 -1.151 -1.897 -0.487
N4 1.484 -2.235 0.057
C19 1.684 -1.074 0.547
O2 1.094 0.018 0.028
C20 2.514 -0.855 1.740
C21 2.944 -1.957 2.481
C22 3.695 -1.762 3.627
C23 4.024 -0.473 4.032
C24 3.603 0.626 3.292
C25 2.847 0.438 2.146
H12 -1.685 -5.045 -3.413
H13 -1.356 -4.909 -1.683
H14 -0.171 -5.663 -2.762
H15 -1.025 -2.713 -2.911
H16 0.234 -3.465 -3.879
H17 2.831 -2.971 -1.961
H18 2.129 -4.061 -3.144
H19 2.321 -4.688 -0.148
H20 3.362 -5.341 -1.414
H21 1.649 -5.756 -1.390
H22 2.683 -2.955 2.155
H23 4.029 -2.614 4.204
H24 4.618 -0.326 4.924
H25 3.879 1.626 3.604
H26 2.535 1.287 1.552
Se1 -2.459 0.536 -2.856
N5 -0.802 0.887 -2.178
C26 -0.012 1.224 -3.203
C27 1.370 1.551 -3.108
C28 2.022 1.886 -4.252
C29 1.373 1.917 -5.533
C30 0.066 1.597 -5.661
C31 -0.664 1.233 -4.483
N6 -1.941 0.883 -4.486
H27 1.883 1.515 -2.156
H28 3.074 2.137 -4.202
H29 1.951 2.196 -6.403
H30 -0.442 1.606 -6.615

Atoms 1-3, force components in eV/Å:
Ti -0.7 -0.7 0.2
I -0.1 0.0 0.1
C 0.1 0.0 -0.1

Here are the Löwdin charges for atoms 1 to 2, given in e: atom 1 (Ti): 0.892, atom 2 (I): 0.975

***

(2)
C14H22N2O3S | ωB97M-V with the def2-TZVPD basis set

Its largest force on an atom is 18.8 eV/A. As for the net charge: 0. The value obtained for the HOMO energy is -9.31 eV. Its lowest unoccupied orbital energy is 0.22 eV. The calculation puts the energy above the lowest of the compared OMol25 structures with the same formula, charge and spin at 1625.97 kJ/mol.

Geometry (Å):
C1 -0.496 -1.119 -2.813
N1 0.427 -1.889 -1.990
C2 0.104 -1.999 -0.724
O1 -1.069 -1.799 -0.242
C3 1.054 -2.996 -0.066
H1 0.533 -3.270 1.067
H2 1.282 -3.804 -0.330
C4 2.187 -1.874 0.280
H3 2.510 -1.403 -0.613
H4 3.069 -2.534 0.805
C5 1.752 -0.613 1.421
H5 0.808 -0.215 0.939
C6 2.936 0.042 1.507
H6 2.755 0.848 2.591
H7 3.869 -0.296 1.575
C7 2.917 1.217 0.610
N2 1.890 1.988 0.566
S1 0.802 2.208 -0.728
O2 1.397 1.455 -1.890
O3 0.688 3.698 -1.042
C8 -0.784 1.691 -0.287
C9 -1.863 1.605 -0.967
C10 -2.975 1.134 -0.652
C11 -3.256 0.762 0.803
C12 -2.179 1.114 1.306
C13 -0.867 1.461 1.132
H8 -0.149 1.432 1.851
H9 -2.305 0.881 2.560
C14 -4.570 0.075 1.176
H10 -5.272 0.384 0.488
H11 -4.714 0.494 2.041
H12 -4.443 -1.000 0.885
H13 -3.725 0.900 -1.411
H14 -1.574 1.618 -2.179
H15 1.997 2.995 0.907
H16 3.967 2.013 0.586
H17 2.984 0.754 -0.656
H18 1.565 -1.268 2.622
H19 1.199 -2.022 -2.268
H20 -1.638 -0.865 -2.337
H21 -0.020 -0.218 -2.921
H22 -0.793 -1.587 -3.601

Atoms 1-3, force components in eV/Å:
C -2.2 2.1 5.6
N -14.9 3.9 3.4
C -4.5 -5.2 1.9

Here are the Löwdin charges for atoms 1 to 2, given in e: atom 1 (C): -0.006, atom 2 (N): 0.105

***

(3)
C6H13NO | ωB97M-V with the def2-TZVPD basis set

Its largest force on an atom is 5.7 eV/A. As for the net charge: 0. The value obtained for the HOMO energy is -8.01 eV. Its lowest unoccupied orbital energy is 0.82 eV. The calculation puts the energy above the lowest of the compared OMol25 structures with the same formula, charge and spin at 299.31 kJ/mol.

Geometry (Å):
C1 1.357 1.639 0.223
N1 1.202 -1.384 0.460
C2 0.241 -0.555 -0.134
C3 0.291 0.761 -0.236
C4 -0.863 1.348 -0.934
C5 -1.664 -1.640 -1.693
C6 -1.033 -1.347 -0.525
H1 2.075 1.742 -0.651
H2 1.938 1.428 1.177
H3 1.020 2.657 0.392
H4 0.890 -2.322 0.445
H5 2.166 -1.224 0.431
H6 -1.228 2.342 -0.612
H7 -0.381 1.543 -2.043
H8 -1.652 0.712 -1.009
H9 -2.572 -2.334 -1.751
H10 -1.253 -1.343 -2.690
H11 -1.557 -1.674 0.439
H12 -0.073 0.500 3.230
H13 0.579 -0.532 2.225
O1 0.518 -0.318 3.257

Atoms 1-3, force components in eV/Å:
C 2.6 1.0 0.0
N -1.9 0.2 0.5
C -0.8 -1.3 -0.8

Here are the Löwdin charges for atoms 1 to 2, given in e: atom 1 (C): -0.072, atom 2 (N): 0.098

***

(4)
C8H6 | ωB97M-V with the def2-TZVPD basis set

Its largest force on an atom is 6.4 eV/A. As for the net charge: 0. The value obtained for the HOMO energy is -8.80 eV. Its lowest unoccupied orbital energy is 0.12 eV. The calculation puts the energy above the lowest of the compared OMol25 structures with the same formula, charge and spin at 312.08 kJ/mol.

Geometry (Å):
C1 0.136 1.634 -0.475
C2 1.450 0.994 -0.600
C3 -1.678 0.554 1.021
C4 -0.728 1.189 0.419
C5 2.078 -1.380 0.326
C6 -3.862 -0.692 -0.564
C7 1.828 -0.150 -0.021
C8 -2.907 -0.158 0.067
H1 0.086 2.652 -0.955
H2 2.036 1.680 -1.106
H3 -1.941 0.430 2.105
H4 1.974 -2.229 -0.402
H5 2.472 -1.596 1.363
H6 -4.211 -1.363 -1.286

Atoms 1-3, force components in eV/Å:
C -0.3 0.7 1.2
C -0.8 -1.8 1.3
C -4.3 -2.0 -0.8

Here are the Löwdin charges for atoms 1 to 2, given in e: atom 1 (C): -0.089, atom 2 (C): -0.113

***

(5)
C5H10O | ωB97M-V with the def2-TZVPD basis set

Its largest force on an atom is 1.7 eV/A. As for the net charge: 0. The value obtained for the HOMO energy is -9.21 eV. Its lowest unoccupied orbital energy is 0.99 eV. The calculation puts the energy above the lowest of the compared OMol25 structures with the same formula, charge and spin at 191.13 kJ/mol.

Geometry (Å):
C1 1.749 0.221 0.532
C2 0.990 0.344 -0.787
C3 -0.506 0.493 -0.816
C4 -1.245 -1.102 0.282
C5 -1.327 0.601 0.391
O1 -1.130 0.435 -1.863
H1 1.652 -0.761 1.008
H2 1.441 0.979 1.259
H3 2.815 0.374 0.334
H4 1.259 -0.458 -1.482
H5 1.250 1.287 -1.271
H6 -0.744 -1.645 -0.561
H7 -0.672 -1.396 1.161
H8 -2.269 -1.426 0.251
H9 -2.166 1.281 0.119
H10 -1.097 0.771 1.442

Atoms 1-3, force components in eV/Å:
C 0.0 0.0 0.1
C 0.2 0.2 -0.2
C 0.4 0.8 -0.6

Here are the Löwdin charges for atoms 1 to 2, given in e: atom 1 (C): -0.097, atom 2 (C): -0.179

***

(6)
C2H6O3S | ωB97M-V with the def2-TZVPD basis set

Its largest force on an atom is 3.8 eV/A. As for the net charge: 0. The value obtained for the HOMO energy is -10.76 eV. Its lowest unoccupied orbital energy is 0.65 eV. The calculation puts the energy above the lowest of the compared OMol25 structures with the same formula, charge and spin at 107.13 kJ/mol.

Geometry (Å):
C1 1.767 0.848 -0.057
C2 -1.811 -1.045 -0.031
O1 -1.059 1.238 -1.180
O2 -0.995 1.113 1.264
O3 0.811 -0.173 -0.071
S1 -0.853 0.465 0.001
H1 2.698 0.400 -0.407
H2 1.894 1.233 0.955
H3 1.472 1.657 -0.728
H4 -1.272 -1.801 0.519
H5 -2.748 -0.798 0.461
H6 -1.973 -1.325 -1.063

Atoms 1-3, force components in eV/Å:
C 0.4 0.6 0.0
C 0.5 0.5 -0.1
O -0.1 -0.2 -0.3

Here are the Löwdin charges for atoms 1 to 2, given in e: atom 1 (C): -0.162, atom 2 (C): -0.106

***

Q: The highest energy above the lowest of the compared OMol25 structures with the same formula, charge and spin belongs to which entry?
A: C14H22N2O3S